DFT (ωB97M-V/def2-TZVPD) results for 13 unconnected molecules or ions with the total composition C82H128N12O13 in a non-equilibrium geometry.

Its HOMO energy is -19.8 eV. The value obtained for the total energy is -4833.20317 hartree. The total charge is +8. For the energy relative to the best compared isomer or geometry (same formula, charge and spin), the calculation gives 64.6 kJ/mol. As for the lowest unoccupied orbital energy: -18.703 eV.

Each line ends with the Löwdin charge.
CARTESIAN COORDINATES (ANGSTROEM)
C1 -3.706 -3.595 4.030  -0.0785
C2 -2.966 -2.899 5.161  -0.2280
C3 -1.481 -2.931 4.827  -0.1398
N1 -0.570 -2.156 5.770  -0.2393
C4 0.824 -2.737 5.527  -0.1061
C5 1.879 -1.937 6.221  -0.1693
C6 1.744 -0.437 6.014  -0.1764
C7 0.331 0.198 6.071  -0.1512
C8 -0.611 -0.682 5.286  -0.0954
C9 -0.963 -2.304 7.225  0.0483
H1 -4.780 -3.476 4.074  0.0757
H2 -3.424 -4.648 3.931  0.0864
H3 -3.340 -3.071 3.123  0.0786
H4 -3.172 -3.344 6.121  0.1084
H5 -3.281 -1.849 5.283  0.0900
H6 -1.263 -2.612 3.828  0.1066
H7 -1.109 -3.958 4.862  0.1414
H8 0.964 -2.697 4.427  0.0974
H9 0.752 -3.765 5.882  0.1422
H10 2.882 -2.154 5.854  0.1304
H11 1.900 -2.136 7.277  0.1092
H12 2.146 -0.280 4.971  0.1177
H13 2.434 0.110 6.675  0.1187
H14 0.251 1.212 5.646  0.1025
H15 0.011 0.235 7.121  0.1186
H16 -0.278 -0.730 4.261  0.1183
H17 -1.651 -0.353 5.412  0.1227
H18 -0.172 -1.873 7.840  0.1012
H19 -1.123 -3.382 7.389  0.1283
H20 -1.862 -1.665 7.358  0.1216
C10 -10.111 1.236 2.151  -0.0806
C11 -9.012 1.358 3.202  -0.2373
C12 -7.712 1.318 2.455  -0.1563
N2 -6.380 1.631 3.135  -0.2275
C13 -6.511 2.962 3.881  -0.1186
C14 -5.274 3.309 4.557  -0.1913
C15 -4.898 2.181 5.563  -0.1256
C16 -4.840 0.708 4.920  -0.1382
C17 -6.036 0.396 3.978  -0.0696
C18 -5.291 1.796 2.102  0.0073
H21 -11.139 1.143 2.540  0.0994
H22 -9.931 0.327 1.561  0.0789
H23 -10.104 2.114 1.476  0.0968
H24 -9.043 0.645 4.038  0.1188
H25 -9.181 2.318 3.711  0.1153
H26 -7.725 2.096 1.666  0.1450
H27 -7.609 0.389 1.900  0.1112
H28 -7.326 2.959 4.621  0.1511
H29 -6.693 3.735 3.133  0.1481
H30 -5.281 4.184 5.226  0.1432
H31 -4.426 3.528 3.875  0.1025
H32 -5.559 2.201 6.444  0.1274
H33 -3.866 2.335 5.893  0.1017
H34 -4.778 0.053 5.794  0.1077
H35 -3.953 0.529 4.326  0.0738
H36 -6.979 0.141 4.516  0.1426
H37 -5.796 -0.342 3.185  0.1168
H38 -4.364 1.985 2.632  0.0741
H39 -5.410 2.658 1.451  0.1133
H40 -5.181 0.864 1.478  0.0991
C19 2.376 0.019 -8.999  -0.0890
C20 1.808 -0.033 -7.583  -0.2482
C21 1.075 1.280 -7.355  -0.1424
N3 0.542 1.510 -5.932  -0.2408
C22 0.177 3.033 -5.926  -0.0656
C23 -0.532 3.446 -4.632  -0.1685
C24 -1.752 2.579 -4.384  -0.1457
C25 -1.503 1.041 -4.588  -0.1489
C26 -0.760 0.693 -5.831  -0.0959
C27 1.552 1.164 -4.874  0.0333
H41 2.885 -0.898 -9.355  0.0871
H42 3.108 0.830 -9.115  0.0921
H43 1.575 0.174 -9.737  0.0957
H44 2.637 -0.094 -6.877  0.0841
H45 1.199 -0.960 -7.440  0.1262
H46 0.262 1.388 -8.070  0.1422
H47 1.750 2.115 -7.556  0.1374
H48 -0.428 3.226 -6.837  0.1583
H49 1.170 3.436 -6.022  0.1230
H50 -0.814 4.499 -4.718  0.1240
H51 0.209 3.414 -3.845  0.0896
H52 -2.569 2.988 -4.982  0.1249
H53 -2.120 2.755 -3.373  0.1038
H54 -2.484 0.550 -4.539  0.1387
H55 -1.100 0.660 -3.674  0.0680
H56 -1.400 0.940 -6.676  0.1461
H57 -0.467 -0.355 -5.910  0.1301
H58 1.536 0.096 -4.793  0.0872
H59 1.227 1.656 -3.959  0.0888
H60 2.536 1.529 -5.198  0.1231
C28 -0.289 -1.241 -1.377  0.0286
C29 -0.752 0.077 -0.764  -0.5882
O1 -0.841 1.044 -1.395  0.0766
N4 -0.965 0.048 0.581  0.0665
H61 -4.283 -13.957 4.726  0.6575
H62 -0.814 -0.762 1.133  0.0959
C30 -1.990 0.813 1.350  -0.0335
H63 0.420 -1.077 -2.168  0.0561
H64 -1.221 -1.613 -1.838  0.0908
H65 0.069 -1.974 -0.668  0.0545
H66 -2.936 0.656 0.790  0.0640
H67 -1.688 1.851 1.434  0.0379
H68 -2.172 0.374 2.366  0.0973
C31 -5.366 -13.721 -4.748  0.0751
N5 -5.138 -12.385 -4.143  -0.0558
C32 -4.013 -12.224 -3.425  0.0302
C33 -3.704 -11.026 -2.862  0.0586
C34 -4.588 -9.963 -3.081  -0.1205
C35 -5.746 -10.139 -3.811  0.0500
C36 -6.001 -11.363 -4.311  0.0391
C37 -4.156 -8.608 -2.651  -0.0767
C38 -2.829 -8.160 -2.728  0.0452
C39 -2.548 -6.899 -2.305  -0.0032
N6 -3.469 -6.021 -1.881  -0.0540
C40 -4.760 -6.389 -1.883  0.0204
C41 -5.150 -7.623 -2.290  0.0716
C42 -3.103 -4.580 -1.687  0.0623
H69 -6.361 -13.641 -5.156  0.1083
H70 -5.317 -14.426 -3.928  0.1217
H71 -4.669 -13.953 -5.535  0.1226
H72 -3.445 -13.116 -3.394  0.1512
H73 -2.790 -10.819 -2.340  0.1302
H74 -6.450 -9.328 -3.928  0.1430
H75 -6.879 -11.529 -4.910  0.1633
H76 -2.029 -8.852 -3.031  0.1456
H77 -1.546 -6.511 -2.275  0.1474
H78 -5.434 -5.632 -1.544  0.1500
H79 -6.202 -7.825 -2.226  0.1349
H80 -2.988 -4.134 -2.653  0.1107
H81 -2.230 -4.558 -1.045  0.1021
H82 -3.878 -4.111 -1.111  0.0540
C43 11.455 5.497 5.269  0.0675
N7 10.064 5.137 4.890  -0.0467
C44 9.369 4.357 5.722  0.0303
C45 8.129 3.944 5.373  0.0445
C46 7.606 4.392 4.176  -0.1283
C47 8.331 5.175 3.299  0.0494
C48 9.595 5.497 3.646  0.0485
C49 6.202 4.079 3.934  -0.1321
C50 5.319 4.053 5.011  0.0240
C51 4.044 3.706 4.872  0.0121
N8 3.528 3.480 3.658  -0.0454
C52 4.309 3.531 2.588  0.0261
C53 5.651 3.810 2.703  0.0640
C54 2.135 3.147 3.432  -0.0019
H83 12.091 5.417 4.414  0.1062
H84 11.728 4.862 6.087  0.1050
H85 11.512 6.546 5.551  0.1266
H86 9.895 3.976 6.540  0.1444
H87 7.628 3.180 5.982  0.1567
H88 7.978 5.597 2.371  0.1433
H89 10.336 5.933 3.007  0.1554
H90 5.670 4.345 6.009  0.1513
H91 3.394 3.712 5.718  0.1544
H92 3.789 3.324 1.637  0.1151
H93 6.267 3.854 1.807  0.1419
H94 1.801 3.692 2.567  0.0758
H95 1.529 3.399 4.285  0.0924
H96 1.936 2.118 3.040  0.1308
C55 6.771 -4.180 -7.607  0.0846
N9 6.179 -3.782 -6.262  -0.0707
C56 5.003 -3.144 -6.231  0.0277
C57 4.505 -2.642 -5.008  0.0562
C58 5.250 -2.845 -3.862  -0.1254
C59 6.453 -3.542 -3.951  0.0423
C60 6.926 -4.001 -5.131  0.0497
C61 4.808 -2.457 -2.489  -0.1337
C62 4.277 -1.216 -2.273  0.0139
C63 3.964 -0.802 -1.042  0.0387
N10 4.088 -1.677 -0.003  -0.0271
C64 4.464 -2.942 -0.175  0.0209
C65 4.903 -3.338 -1.411  0.0591
C66 3.897 -1.124 1.356  0.0465
H97 7.700 -4.712 -7.434  0.1099
H98 6.938 -3.238 -8.131  0.1196
H99 5.965 -4.749 -8.065  0.1139
H100 4.565 -3.040 -7.204  0.1448
H101 3.555 -2.132 -4.898  0.1195
H102 7.001 -3.739 -3.035  0.1453
H103 7.845 -4.523 -5.323  0.1544
H104 4.196 -0.487 -3.066  0.1345
H105 3.593 0.162 -0.758  0.1077
H106 4.438 -3.560 0.701  0.1393
H107 5.265 -4.366 -1.545  0.1501
H108 4.889 -0.988 1.804  0.1221
H109 3.324 -1.845 1.974  0.0869
H110 3.332 -0.215 1.294  0.0673
C67 4.564 9.493 -4.206  0.0518
N11 3.455 8.663 -3.676  -0.0809
C68 2.360 8.563 -4.370  -0.0096
C69 1.358 7.785 -3.886  0.0586
C70 1.508 7.128 -2.642  -0.0948
C71 2.696 7.276 -1.956  0.0481
C72 3.715 8.070 -2.449  0.0734
C73 0.370 6.378 -2.010  -0.1690
C74 -0.889 6.892 -2.040  0.0349
C75 -1.900 6.241 -1.393  0.0331
N12 -1.672 5.047 -0.812  -0.0468
C76 -0.452 4.528 -0.783  0.0362
C77 0.629 5.256 -1.338  0.0454
C78 -2.708 4.352 -0.023  0.0353
H111 4.395 10.479 -3.802  0.1227
H112 4.640 9.577 -5.276  0.1130
H113 5.469 9.033 -3.817  0.1053
H114 2.351 9.173 -5.272  0.1712
H115 0.396 7.660 -4.414  0.1464
H116 2.854 6.784 -1.018  0.1319
H117 4.682 8.259 -1.989  0.1560
H118 -1.107 7.837 -2.501  0.1423
H119 -2.933 6.595 -1.409  0.1623
H120 -0.299 3.532 -0.369  0.1191
H121 1.597 4.754 -1.342  0.1111
H122 -2.750 3.267 -0.226  0.1068
H123 -3.662 4.819 -0.262  0.1049
H124 -2.476 4.515 1.034  0.0663
O2 1.888 2.736 -1.319  -0.0056
C79 3.015 2.667 -0.485  -0.7944
O3 3.028 1.741 0.373  -0.0788
O4 3.897 3.500 -0.664  0.0082
H125 1.206 2.156 -0.917  0.0796
O5 -6.284 -1.384 0.974  0.0331
C80 -5.328 -1.868 0.043  -0.6600
O6 -4.474 -0.849 -0.317  -0.0573
O7 -5.323 -3.005 -0.259  0.0828
H126 -7.062 -1.861 1.217  0.0961
O8 -0.748 3.005 4.268  -0.0533
C81 -0.884 3.591 2.856  -0.5801
O9 -2.025 4.181 2.800  -0.0610
O10 0.097 3.288 2.085  -0.0841
H127 -1.416 3.377 4.837  0.0622
O11 0.143 -3.864 1.060  -0.0175
C82 1.283 -3.387 1.845  -0.7090
O12 2.372 -3.991 1.631  -0.0451
O13 1.058 -2.394 2.575  -0.0618
H128 0.573 -4.457 0.444  0.0612